No. 1
# C17H20Br2CaCl4FMgN4NaO9P

C17H20Br2CaCl4FMgN4NaO9P as an isolated structure (wB97M-V/def2-TZVPD, the Open Molecules 2025 dataset).

lowest unoccupied orbital energy: -5.54 eV
HOMO energy: -8.87 eV
M: 863.3 g mol⁻¹
maximum force: 2.74 eV/Å

Structure (ORCA input):
```
! wB97M-V def2-TZVPD RIJCOSX def2/J DEFGRID3
* xyz 1 1
N 2.0438 -2.1403 1.0435
C 2.2208 -1.7834 -0.0337
O 2.2252 -1.1393 -1.1595
C 1.1597 -0.1930 -1.1197
C 1.4549 1.0584 -0.6818
C 0.3235 2.0537 -0.5958
O 0.5468 3.2397 -0.5272
C -1.0925 1.5097 -0.5818
C -2.0863 2.3760 -0.0904
C -3.4136 1.9098 -0.1169
F -4.4111 2.7059 0.3410
C -3.7097 0.6033 -0.5837
N -5.0805 0.2303 -0.5751
C -2.6980 -0.2896 -1.0409
N -2.9344 -1.6086 -1.4765
C -1.3552 0.1911 -1.0553
C -0.1910 -0.6587 -1.5306
O -0.3158 -1.6674 -2.1876
H 2.4928 1.2804 -0.3703
H -1.8489 3.3753 0.3018
H -5.1612 -0.7802 -0.5881
H -5.5500 0.5297 0.2753
H -3.8124 -1.9869 -1.1486
H -2.8120 -1.7290 -2.4731
Na 2.2174 -2.1403 3.0686
O -2.9401 2.1831 2.8609
H -3.5817 2.0089 2.1670
H -3.3321 2.9017 3.3694
C 3.1245 -6.0563 6.8588
C 2.6053 -4.9725 6.0395
N 2.1954 -4.1185 5.3944
H 2.3191 -6.5912 7.3607
H 3.6751 -6.7765 6.2549
H 3.8010 -5.6805 7.6255
C -2.7727 5.7392 -1.1216
Cl -1.8403 5.6193 0.3604
Cl -2.5734 7.2962 -1.9203
H -2.3784 4.9554 -1.7693
H -3.8259 5.5847 -0.9075
C -4.9445 1.8353 -3.1985
Cl -4.2468 0.2716 -3.6435
Cl -4.4612 3.0971 -4.3651
H -6.0275 1.7657 -3.1964
H -4.5906 2.1119 -2.2083
O 2.8898 1.3687 2.9368
P 3.8122 2.2117 2.0647
O 5.2560 1.8491 2.3857
O 3.6313 3.6986 2.3396
O 3.4882 1.9352 0.5913
Ca -2.0138 2.3607 -4.2354
Mg 2.5323 2.8222 -2.4015
O 0.0834 3.2070 -7.0443
H 0.0891 3.5606 -7.9392
Br 4.8457 -6.4214 1.3692
C 4.5152 -5.1341 -0.0556
C 5.8024 -4.6505 -0.6705
Br 6.6913 -3.3541 0.4767
H 3.9229 -4.3324 0.3747
H 3.9168 -5.6701 -0.7903
H 5.6069 -4.1217 -1.6018
H 6.5128 -5.4505 -0.8549
*
```

Löwdin population analysis, charges in e, atoms 1 to 2: atom 1 (N): 0.151, atom 2 (C): -0.216


No. 2
# C60H110B5F20N20

A 15-piece molecular cluster, C60H110B5F20N20 overall (wB97M-V/def2-TZVPD, the Open Molecules 2025 dataset).

lowest unoccupied orbital energy: -9.96 eV
HOMO energy: -16.40 eV
M: 1545.7 g mol⁻¹
maximum force: 6.58 eV/Å

Structure (ORCA input):
```
! wB97M-V def2-TZVPD RIJCOSX def2/J DEFGRID3
* xyz 5 1
C -1.4275 9.7091 -3.2044
C -0.0278 10.0062 -2.6564
N 0.7940 8.7519 -2.4659
C 1.6850 8.2451 -3.3513
C 2.4036 7.1490 -2.8040
N 1.8815 6.9972 -1.5389
C 0.9535 8.0118 -1.3375
C 2.2671 5.9753 -0.6187
H -2.0071 10.6322 -3.2187
H -1.9079 8.8579 -2.7219
H -1.3614 9.4050 -4.2490
H -0.1105 10.5088 -1.6928
H 0.4742 10.7217 -3.3076
H 1.6671 8.7769 -4.2911
H 3.1454 6.5691 -3.3329
H 0.8167 8.4746 -0.3713
H 2.3030 6.3926 0.3876
H 3.2803 5.6598 -0.8677
H 1.5433 5.1602 -0.6168
C -3.4630 2.8106 0.1860
C -3.5822 4.2345 -0.3527
N -2.6778 4.3625 -1.5633
C -1.8049 3.4496 -2.1124
C -1.1927 4.0207 -3.1835
N -1.4737 5.3901 -3.1881
C -2.4785 5.5529 -2.2501
C -1.1310 6.3777 -4.2011
H -3.9943 2.0411 -0.3739
H -3.7427 2.6331 1.2245
H -2.4718 2.3606 0.2415
H -3.3473 4.9691 0.4175
H -4.5969 4.4351 -0.6964
H -1.6084 2.5037 -1.6297
H -0.5124 3.6151 -3.9177
H -3.0207 6.4714 -2.0809
H -0.5141 5.8696 -4.9423
H -0.6104 7.1666 -3.6582
H -2.1039 6.5401 -4.6650
C -0.2866 -4.0135 -4.8631
C -0.3965 -2.6541 -4.3108
N 0.3185 -1.5972 -5.0290
C 0.2039 -0.2666 -4.7189
C 0.9270 0.4606 -5.6976
N 1.4661 -0.4164 -6.5381
C 1.0496 -1.6554 -6.2014
C 2.2276 -0.1059 -7.6799
H -0.2729 -3.9262 -5.9495
H -1.2260 -4.5112 -4.6224
H 0.6210 -4.5955 -4.7030
H 0.2496 -2.6913 -3.4336
H -1.3164 -2.2060 -3.9352
H -0.3877 0.0788 -3.8840
H 1.1028 1.5249 -5.7492
H 1.4105 -2.4850 -6.7912
H 2.7713 0.8308 -7.5569
H 1.5589 -0.0553 -8.5392
H 2.9821 -0.8121 -8.0266
C -0.8538 3.9297 2.1163
C -1.6258 5.0643 2.6914
N -1.0323 6.3534 2.7074
C 0.2322 6.6112 3.0321
C 0.4067 7.9888 2.9447
N -0.7765 8.6011 2.5844
C -1.6504 7.5894 2.6395
C -1.0572 9.9610 2.1050
H -1.3356 2.9580 2.2250
H 0.1334 3.7257 2.5310
H -0.7339 4.1368 1.0528
H -1.7450 4.9072 3.7634
H -2.6525 5.0949 2.3267
H 0.9944 5.8868 3.2782
H 1.2467 8.6448 3.1191
H -2.6583 7.6775 2.2617
H -0.2677 10.6628 2.3737
H -2.0333 10.2159 2.5178
H -1.2169 9.9624 1.0267
C 6.0980 2.4389 0.4035
C 5.5308 2.1334 -1.0149
N 5.3872 0.7270 -1.3169
C 6.3426 -0.2388 -1.1654
C 5.9361 -1.4753 -1.6065
N 4.5332 -1.2559 -1.8661
C 4.2775 0.0788 -1.6185
C 3.6204 -2.2367 -2.3335
H 5.3807 2.1082 1.1546
H 6.1723 3.4729 0.7402
H 7.1175 2.0633 0.4918
H 6.1743 2.6492 -1.7276
H 4.5359 2.5756 -1.0670
H 7.3207 0.0879 -0.8445
H 6.3453 -2.4692 -1.7122
H 3.2706 0.4671 -1.6604
H 2.8207 -1.6468 -2.7813
H 3.1493 -2.8509 -1.5662
H 4.0727 -2.9904 -2.9781
C -4.4823 0.5151 -2.7363
C -4.7639 1.1814 -4.1419
N -3.7695 0.6926 -5.1201
C -3.3975 -0.6536 -5.2839
C -2.8498 -0.7304 -6.5187
N -2.4489 0.5461 -6.8492
C -3.1658 1.4117 -6.0580
C -1.6670 0.9927 -8.0087
H -5.3032 0.6205 -2.0270
H -3.6082 0.8643 -2.1866
H -4.3916 -0.5707 -2.7661
H -4.6185 2.2483 -3.9724
H -5.7807 0.9838 -4.4812
H -3.6779 -1.4095 -4.5653
H -2.4254 -1.5773 -7.0375
H -3.1879 2.4899 -6.1172
H -1.1725 0.1418 -8.4774
H -0.9423 1.7089 -7.6216
H -2.3336 1.4756 -8.7233
C -0.7541 -9.1731 0.0091
C -1.7384 -8.2141 0.6989
N -1.9783 -6.9979 -0.0275
C -2.7751 -6.8346 -1.1860
C -2.8263 -5.5183 -1.5043
N -2.1070 -4.7885 -0.5380
C -1.4387 -5.7447 0.2311
C -2.0303 -3.3903 -0.4316
H 0.2247 -8.7286 -0.1708
H -1.1539 -9.6988 -0.8581
H -0.5578 -9.9519 0.7460
H -1.4264 -8.0528 1.7307
H -2.6198 -8.8539 0.7439
H -3.3840 -7.6174 -1.6136
H -3.4274 -4.9629 -2.2090
H -0.8823 -5.4854 1.1197
H -2.7025 -2.9788 -1.1845
H -1.0047 -3.0407 -0.5502
H -2.4741 -2.9316 0.4519
C 1.1112 0.8716 3.3463
C 2.6994 1.0182 3.4598
N 3.2535 0.3532 4.5740
C 3.1252 0.6782 5.9370
C 3.9396 -0.0952 6.7588
N 4.6751 -0.8613 5.8640
C 4.1111 -0.7201 4.6323
C 5.6714 -1.9035 6.3426
H 0.6137 1.4312 4.1384
H 0.7904 -0.1636 3.2306
H 0.8260 1.2830 2.3780
H 2.9509 2.0764 3.5309
H 3.2475 0.5893 2.6210
H 2.3300 1.3820 6.1337
H 4.1175 -0.0870 7.8241
H 4.4569 -1.2475 3.7556
H 6.6577 -1.6092 5.9839
H 5.4681 -2.8917 5.9300
H 5.6181 -1.9659 7.4295
C -2.4688 -5.9428 8.7649
C -1.9031 -4.5965 9.3607
N -2.0725 -3.5258 8.4638
C -2.9805 -2.4695 8.5274
C -2.6322 -1.4845 7.5281
N -1.6470 -2.0820 6.7658
C -1.2463 -3.2231 7.3913
C -1.0898 -1.4738 5.5787
H -1.8172 -6.3501 7.9918
H -3.4802 -5.6674 8.4660
H -2.6743 -6.6228 9.5917
H -0.8470 -4.8599 9.4182
H -2.1173 -4.2740 10.3797
H -3.7013 -2.4889 9.3314
H -3.0263 -0.5164 7.2565
H -0.5624 -3.9342 6.9520
H -0.8447 -0.4525 5.8701
H -1.8832 -1.4434 4.8319
H -0.2028 -2.0429 5.3004
C -0.4033 -7.1191 5.2054
C 0.9577 -7.4786 4.7335
N 1.3065 -6.6388 3.5208
C 1.7540 -7.1610 2.3264
C 1.9745 -6.1024 1.4411
N 1.7019 -4.9527 2.1340
C 1.1919 -5.2741 3.3477
C 1.8604 -3.6174 1.6223
H -0.4136 -6.0999 5.5917
H -0.7704 -7.7586 6.0082
H -1.1361 -7.2266 4.4057
H 1.0449 -8.5459 4.5300
H 1.7789 -7.1856 5.3877
H 1.8849 -8.2329 2.3379
H 2.2649 -5.9515 0.4119
H 0.8789 -4.5875 4.1204
H 2.8022 -3.5485 1.0780
H 2.0221 -2.8197 2.3473
H 0.9317 -3.3051 1.1447
B -5.4519 -3.3623 -3.5830
F -6.2380 -4.5337 -3.6673
F -6.0261 -2.3079 -4.3339
F -5.3221 -3.0312 -2.2939
F -4.2760 -3.6735 -4.1210
B 1.9850 -6.4512 -2.2653
F 0.6631 -6.7486 -2.4038
F 2.2076 -5.1434 -1.9181
F 2.5140 -7.2130 -1.2427
F 2.6512 -6.7009 -3.3618
B -0.1893 -0.3689 -1.0037
F -0.4299 0.9667 -0.7515
F -0.0226 -0.8132 0.3172
F -1.3453 -0.8281 -1.5912
F 0.9361 -0.4460 -1.8011
B 2.8053 3.6989 -3.5796
F 1.8239 4.3433 -4.3024
F 2.7121 2.3681 -3.8960
F 4.0370 4.2793 -3.9708
F 2.7166 3.8581 -2.2451
B -2.6193 -4.4455 3.6276
F -1.3936 -4.1483 3.2532
F -3.4750 -3.3626 3.4891
F -3.1291 -5.5477 2.9652
F -2.6979 -4.7574 4.9864
*
```

Löwdin population analysis, charges in e, atoms 1 to 2: atom 1 (C): -0.060, atom 2 (C): -0.118


No. 3
# H28O14

A 14-piece molecular cluster, H28O14 overall (wB97M-V/def2-TZVPD, the Open Molecules 2025 dataset).

lowest unoccupied orbital energy: -0.22 eV
energy relative to the best compared isomer or geometry (same formula, charge and spin): 67.7 kcal/mol
HOMO energy: -10.91 eV
M: 252.2 g mol⁻¹
maximum force: 3.52 eV/Å

Structure (ORCA input):
```
! wB97M-V def2-TZVPD RIJCOSX def2/J DEFGRID3
* xyz 0 1
O 4.0976 -0.6101 -2.2932
H 3.3653 -0.7856 -1.6305
H 3.7868 0.1416 -2.8098
O 0.2874 -3.5908 1.1394
H 0.8732 -3.7852 0.3870
H 0.2111 -4.3983 1.6072
O -1.0960 0.1222 -3.5657
H -0.4302 -0.1519 -2.8872
H -1.9057 -0.3480 -3.2759
O -2.4103 -0.0121 2.1542
H -2.6335 -0.8745 1.8260
H -3.0794 0.4792 2.6834
O -4.5109 -1.4188 1.2300
H -4.2201 -2.3451 1.2434
H -4.3397 -1.2001 0.2975
O -2.9230 1.2824 -0.5349
H -2.7061 2.0584 -1.0219
H -3.0335 1.1890 0.3818
O 1.3613 -1.1450 -0.8780
H 1.3521 -0.1947 -0.6684
H 1.7476 -1.5451 -0.1125
O -3.7449 2.0424 -3.1714
H -2.9788 1.9018 -3.7074
H -3.7069 1.1846 -2.6472
O 1.8777 -3.6871 -1.0070
H 2.8448 -3.5466 -1.3389
H 1.3116 -2.9910 -1.5032
O 3.0063 2.1052 0.3224
H 2.5172 2.6494 0.9612
H 3.2179 1.2899 0.7748
O -2.2840 4.2407 -1.5898
H -2.2996 3.3179 -1.3271
H -1.3545 4.4283 -1.4398
O 0.7587 0.6123 2.6451
H 1.2149 0.2145 1.9015
H -0.1655 0.7204 2.4527
O 2.3912 2.6562 2.7366
H 2.8098 2.8632 3.5566
H 1.6833 1.9866 2.9325
O 3.0768 -1.4101 1.7571
H 2.7092 -2.2782 1.7915
H 3.3207 -1.1676 2.6280
*
```

Löwdin population analysis, charges in e, atoms 1 to 2: atom 1 (O): -0.085, atom 2 (H): 0.019


No. 4
# C19H16ClN2O4V

C19H16ClN2O4V as an isolated structure (wB97M-V/def2-TZVPD, the Open Molecules 2025 dataset).

lowest unoccupied orbital energy (alpha / beta): 2.43 / 1.85 eV
energy relative to the best compared isomer or geometry (same formula, charge and spin): 0.0 kcal/mol
HOMO energy (alpha / beta): -3.59 / -6.10 eV
M: 422.7 g mol⁻¹
maximum force: 0.47 eV/Å
<S²>: 3.80

Structure (ORCA input):
```
! wB97M-V def2-TZVPD RIJCOSX def2/J DEFGRID3
* xyz -1 4
V -0.7921 2.1216 1.5956
O 1.4938 -0.3866 3.9127
Cl 1.6848 0.6224 2.8811
O 2.8282 0.2601 2.0348
O 0.4667 0.5401 1.9633
O -0.5521 3.4118 2.5434
C 2.2271 2.4528 -0.4709
C 0.8932 2.7272 -1.0649
N -0.2765 2.5300 -0.4958
C -1.2420 2.9209 -1.4016
C -0.6443 3.3670 -2.5332
N 0.7122 3.2405 -2.3032
H 2.1390 1.6661 0.2761
H 2.6273 3.3453 0.0122
H 2.9320 2.1186 -1.2333
H -2.2877 2.8386 -1.1556
H -1.0410 3.7447 -3.4578
H 1.4478 3.4605 -2.9496
C -2.7152 1.2846 1.1255
C -3.8212 0.8099 0.8548
C -5.0782 0.2777 0.5688
C -5.6882 0.6196 -0.7165
C -4.8704 0.8789 -1.8248
C -5.4091 1.2410 -3.0472
C -6.7840 1.3674 -3.2005
C -7.6102 1.1316 -2.1077
C -7.0734 0.7623 -0.8864
C -5.7144 -0.5965 1.5491
C -5.2693 -0.6004 2.8824
C -5.8368 -1.4391 3.8230
C -6.8614 -2.3108 3.4692
C -7.2997 -2.3368 2.1516
C -6.7372 -1.4968 1.2066
H -3.7985 0.7844 -1.7010
H -4.7543 1.4254 -3.8906
H -7.2060 1.6555 -4.1551
H -8.6828 1.2488 -2.2065
H -7.7260 0.6139 -0.0365
H -4.4625 0.0678 3.1548
H -5.4739 -1.4180 4.8430
H -7.3014 -2.9699 4.2069
H -8.0796 -3.0282 1.8545
H -7.0666 -1.5587 0.1780
*
```

Löwdin population analysis, charges in e, atoms 1 to 2: atom 1 (V): 0.640, atom 2 (O): -0.465


No. 5
# C7H13N3O

A 2-piece molecular cluster, C7H13N3O overall (wB97M-V/def2-TZVPD, the Open Molecules 2025 dataset).

SMILES string: Cc1c[nH]cn1.CCC(N)=O
lowest unoccupied orbital energy: 0.76 eV
energy relative to the best compared isomer or geometry (same formula, charge and spin): 0.0 kcal/mol
HOMO energy: -8.78 eV
M: 155.2 g mol⁻¹
maximum force: 0.67 eV/Å

Structure (ORCA input):
```
! wB97M-V def2-TZVPD RIJCOSX def2/J DEFGRID3
* xyz 0 1
C 1.8358 0.0930 2.2123
C 1.6732 -0.5283 0.8602
C 1.0761 -1.7081 0.5575
N 1.2289 -1.8874 -0.7941
C 1.9175 -0.8184 -1.2569
N 2.1718 0.0316 -0.3031
H 1.2227 0.9836 2.3206
H 2.8736 0.3840 2.3754
H 1.5588 -0.6532 2.9552
H 0.5786 -2.4324 1.1787
H 0.9406 -2.7168 -1.2819
H 2.2056 -0.6846 -2.2862
C -2.0378 -0.2564 -1.5090
C -2.4275 0.9740 -0.6813
C -1.4584 1.2382 0.4545
N -0.3345 1.9307 0.1237
O -1.6580 0.8771 1.5998
H -2.4369 -1.1327 -0.9970
H -0.9529 -0.3543 -1.5441
H -2.4313 -0.1904 -2.5218
H -2.5153 1.8957 -1.2658
H -3.3904 0.8446 -0.1885
H 0.4163 1.9086 0.7936
H -0.0563 2.2019 -0.8020
*
```

Löwdin population analysis, charges in e, atoms 1 to 2: atom 1 (C): -0.036, atom 2 (C): -0.369


No. 6
# C23H28N6O4

A single C23H28N6O4 molecule (wB97M-V/def2-TZVPD, the Open Molecules 2025 dataset).

SMILES string: CN1CCN(CCc2nc3cc(NC(=O)COc4ccc([N+](=O)[O-])cc4)ccc3n2C)CC1
lowest unoccupied orbital energy: -0.06 eV
energy relative to the best compared isomer or geometry (same formula, charge and spin): 67.0 kcal/mol
HOMO energy: -8.14 eV
M: 452.5 g mol⁻¹
maximum force: 1.36 eV/Å

Structure (ORCA input):
```
! wB97M-V def2-TZVPD RIJCOSX def2/J DEFGRID3
* xyz 0 1
C -7.0988 -3.5995 0.7471
N -6.6820 -2.4216 0.0205
C -5.3692 -2.5836 -0.5727
C -5.0281 -1.3608 -1.4180
N -5.0320 -0.1715 -0.5832
C -4.6053 1.0248 -1.2929
C -3.9643 2.0561 -0.3452
C -2.5066 1.8291 -0.1503
N -1.5960 2.5485 -0.7490
C -0.3921 2.0643 -0.3158
C 0.9006 2.4667 -0.6176
C 1.9482 1.7966 -0.0047
N 3.2523 2.2317 -0.3187
C 4.4381 1.8233 0.1891
O 4.6130 0.9516 1.0068
C 5.6183 2.6169 -0.4150
O 6.8415 2.2642 0.1762
C 7.3271 1.0147 0.0238
C 6.8153 0.0482 -0.8451
C 7.4291 -1.1815 -0.9442
C 8.5603 -1.4596 -0.1854
N 9.1947 -2.7364 -0.2992
O 8.7146 -3.5434 -1.0717
O 10.1823 -2.9430 0.3787
C 9.0802 -0.5025 0.6846
C 8.4684 0.7222 0.7840
C 1.7183 0.7389 0.8852
C 0.4366 0.3305 1.1914
C -0.6169 0.9985 0.5889
N -1.9802 0.8666 0.6664
C -2.6924 -0.0823 1.4759
C -6.3504 -0.0146 0.0087
C -6.6905 -1.2364 0.8541
H -7.1163 -4.4492 0.0664
H -6.4321 -3.8384 1.5911
H -8.1049 -3.4412 1.1326
H -5.3809 -3.4711 -1.2094
H -4.5907 -2.7185 0.2010
H -4.0314 -1.4844 -1.8483
H -5.7613 -1.2790 -2.2375
H -3.8666 0.7435 -2.0466
H -5.4530 1.4936 -1.8168
H -4.0659 3.0487 -0.7834
H -4.4769 2.0421 0.6175
H 1.0723 3.2816 -1.3041
H 3.2713 2.9922 -0.9850
H 5.6429 2.4825 -1.5057
H 5.4939 3.6804 -0.1907
H 5.9316 0.2382 -1.4325
H 7.0433 -1.9408 -1.6072
H 9.9559 -0.7422 1.2677
H 8.8446 1.4826 1.4488
H 2.5611 0.2471 1.3392
H 0.2744 -0.4808 1.8843
H -2.8507 0.3110 2.4846
H -2.1091 -1.0001 1.5471
H -3.6524 -0.2985 1.0032
H -6.3584 0.8775 0.6385
H -7.1211 0.1029 -0.7722
H -7.6893 -1.1157 1.2801
H -5.9646 -1.3205 1.6848
*
```

Löwdin population analysis, charges in e, atoms 1 to 2: atom 1 (C): -0.101, atom 2 (N): -0.231